1.
# C9H12BClCrF6NO17S2

A structure of composition C9H12BClCrF6NO17S2 in a non-equilibrium geometry (the ωB97M-V functional and the def2-TZVPD basis, the OMol25 dataset).

As for the multiplicity: 5. Its net charge is -1. Its HOMO energy (spin up / spin down) is -5.64 / -6.54 eV.

The geometry in XYZ format:
```
50
C9H12BClCrF6NO17S2 | the OMol25 dataset | the ωB97M-V functional and the def2-TZVPD basis
Cr -1.256 0.169 -0.245
Cl -0.001 -2.440 -2.454
O -0.503 -2.699 -3.764
O 0.050 -3.588 -1.638
O 1.328 -1.889 -2.434
O -0.875 -1.471 -1.834
N -2.938 0.458 -1.091
S -3.762 1.384 -2.007
O -4.667 2.391 -1.419
O -3.674 1.074 -3.438
F -2.536 2.497 -2.062
S -4.514 -0.489 -1.160
O -4.676 -1.517 -2.152
O -5.638 -0.004 -0.374
F -3.763 -1.472 -0.063
B -1.850 1.997 1.645
F -1.404 2.467 2.799
F -0.869 2.092 0.655
F -1.896 0.585 1.642
F -3.028 2.601 1.415
C 2.594 3.552 -2.011
C 2.457 3.078 -3.437
O 1.851 1.892 -3.157
C 1.013 1.967 -2.023
O 0.068 1.255 -1.746
O 1.470 3.048 -1.272
H 2.600 4.642 -1.996
H 3.473 3.156 -1.504
H 3.397 2.906 -3.960
H 1.882 3.761 -4.063
C 3.215 0.713 2.956
C 3.913 1.152 1.679
O 2.684 1.218 0.882
C 1.817 0.300 1.242
O 0.736 0.100 0.664
O 2.191 -0.224 2.425
H 2.727 1.417 3.630
H 3.981 0.134 3.472
H 4.672 0.545 1.187
H 4.435 2.101 1.803
C 0.472 -4.292 2.404
C -0.957 -4.521 2.798
O -1.800 -3.461 2.319
C -0.978 -2.591 1.725
O -1.282 -1.704 0.950
O 0.278 -2.893 1.999
H 0.765 -4.886 1.538
H 1.214 -4.532 3.165
H -1.073 -4.507 3.882
H -1.342 -5.471 2.427
```

Atomic partial charges in e from the Löwdin method, atoms 1 to 8: number 1, Cr, carries 0.870; number 2, Cl, carries 0.640; number 3, O, carries -0.314; number 4, O, carries -0.341; number 5, O, carries -0.357; number 6, O, carries -0.403; number 7, N, carries -0.291; number 8, S, carries 0.462


2.
# C9H12BrN3

An isolated molecule of C9H12BrN3 in a non-equilibrium geometry (the ωB97M-V functional and the def2-TZVPD basis, the OMol25 dataset).

The relative energy (zero: lowest compared OMol25 entry of this formula, charge and spin) is 10.4 kJ/mol. Its net charge is 0. Its SMILES is C=NN1C(Br)=C(C)N=C(C)/C1=C/C. Its HOMO energy is -7.99 eV.

The geometry in XYZ format:
```
25
C9H12BrN3 | the OMol25 dataset | the ωB97M-V functional and the def2-TZVPD basis
C -0.444 -2.625 1.287
N -1.099 -1.866 0.534
N -0.734 -0.786 -0.135
C -1.816 0.333 -0.290
Br -3.548 -0.334 -0.640
C -1.556 1.639 0.023
C -2.577 2.770 -0.063
N -0.298 1.957 0.377
C 0.701 1.147 0.335
C 1.933 1.520 1.014
C 0.650 -0.196 -0.284
C 1.610 -0.801 -0.972
C 1.422 -2.184 -1.544
H -0.850 -3.580 1.671
H 0.593 -2.474 1.565
H -2.745 2.905 -1.084
H -1.935 3.535 0.350
H -3.411 2.660 0.575
H 2.784 1.848 0.371
H 2.368 0.594 1.549
H 1.852 2.265 1.780
H 2.627 -0.516 -1.149
H 1.291 -2.973 -0.799
H 2.435 -2.415 -2.139
H 0.750 -2.424 -2.333
```

Atomic partial charges in e from the Löwdin method, atoms 1 to 8: number 1, C, carries -0.054; number 2, N, carries -0.053; number 3, N, carries -0.081; number 4, C, carries -0.542; number 5, Br, carries 0.748; number 6, C, carries -0.386; number 7, C, carries -0.038; number 8, N, carries 0.134


3.
# C9H12BrO3P

An isolated molecule of C9H12BrO3P in a non-equilibrium geometry (the ωB97M-V functional and the def2-TZVPD basis, the OMol25 dataset).

As for the multiplicity: 3. The relative energy (zero: lowest compared OMol25 entry of this formula, charge and spin) is 9.0 kJ/mol. Its net charge is 0. Its HOMO energy (spin up / spin down) is -3.96 / -8.12 eV.

The geometry in XYZ format:
```
26
C9H12BrO3P | the OMol25 dataset | the ωB97M-V functional and the def2-TZVPD basis
C -0.734 1.204 0.583
C 1.315 0.056 0.108
C 0.551 0.818 0.943
C -1.412 0.552 -0.461
C 0.651 -0.578 -0.977
C -0.733 -0.378 -1.200
C 2.088 0.848 2.916
C -3.521 1.361 0.226
C 2.608 -1.792 -1.813
O 0.986 1.314 2.142
O -2.720 0.732 -0.768
O 1.169 -1.476 -1.821
P -1.525 -1.297 -2.601
Br -1.429 -3.200 -1.558
H -1.315 1.723 1.333
H 2.393 0.176 0.156
H 1.892 1.277 3.838
H 3.053 1.142 2.495
H 1.988 -0.317 3.057
H -4.673 1.393 -0.213
H -3.350 2.449 0.264
H -3.304 0.866 1.221
H 2.940 -2.688 -1.222
H 3.344 -1.044 -1.733
H 2.612 -2.184 -2.923
H -2.872 -0.956 -1.991
```

Atomic partial charges in e from the Löwdin method, atoms 1 to 8: number 1, C, carries 0.067; number 2, C, carries 0.046; number 3, C, carries -0.282; number 4, C, carries -0.318; number 5, C, carries -0.307; number 6, C, carries -0.401; number 7, C, carries -0.056; number 8, C, carries -0.083


4.
# C9H12ClNSi

A cluster of 2 separate species, C9H12ClNSi in total in a non-equilibrium geometry (the ωB97M-V functional and the def2-TZVPD basis, the OMol25 dataset).

The relative energy (zero: lowest compared OMol25 entry of this formula, charge and spin) is 468.7 kJ/mol. Its net charge is 0. Its HOMO energy (spin up / spin down) is -8.32 / -6.73 eV.

The geometry in XYZ format:
```
24
C9H12ClNSi | the OMol25 dataset | the ωB97M-V functional and the def2-TZVPD basis
C 3.388 -1.252 0.618
C 2.914 -1.302 -0.711
C 2.585 -0.759 1.598
C 1.799 -0.580 -1.075
C 1.389 -0.141 1.199
C 0.996 0.078 -0.093
C -3.191 -0.335 3.035
C -2.495 -1.295 2.478
C -1.947 1.399 -2.931
N -0.782 1.347 -2.105
Si -0.590 0.977 -0.491
Cl -0.977 2.536 0.694
H 4.196 -1.919 0.881
H 3.431 -1.724 -1.526
H 2.923 -0.452 2.610
H 1.467 -0.613 -2.121
H 0.836 0.143 2.121
H -3.841 -0.650 3.782
H -3.334 0.678 2.745
H -1.961 -1.713 1.560
H -1.743 1.695 -3.905
H -2.436 0.448 -3.016
H -2.682 2.210 -2.571
H 0.054 1.224 -2.778
```

Atomic partial charges in e from the Löwdin method, atoms 1 to 8: number 1, C, carries -0.091; number 2, C, carries -0.085; number 3, C, carries -0.098; number 4, C, carries -0.106; number 5, C, carries -0.152; number 6, C, carries -0.331; number 7, C, carries -0.130; number 8, C, carries 0.035


5.
# C9H12CoN2O4S

A structure of composition C9H12CoN2O4S in a non-equilibrium geometry (the ωB97M-V functional and the def2-TZVPD basis, the OMol25 dataset).

As for the multiplicity: 4. The relative energy (zero: lowest compared OMol25 entry of this formula, charge and spin) is 101.7 kJ/mol. Its net charge is +2. Its HOMO energy (spin up / spin down) is -15.05 / -14.92 eV.

The geometry in XYZ format:
```
29
C9H12CoN2O4S | the OMol25 dataset | the ωB97M-V functional and the def2-TZVPD basis
Co 0.002 0.399 0.138
C 0.031 0.544 1.894
O 0.042 0.543 3.053
C -0.003 2.024 -0.534
O -0.007 3.120 -0.901
C -1.719 0.037 -0.111
O -2.836 -0.231 -0.246
C 1.717 0.033 -0.148
O 2.831 -0.235 -0.303
C -0.006 -1.621 -4.829
H 0.932 -2.183 -4.719
H -0.942 -2.182 -4.694
C -0.010 -0.313 -5.138
H -0.948 0.243 -5.269
H 0.926 0.242 -5.292
C -1.597 -2.770 3.366
N -1.279 -2.742 1.942
C -0.071 -2.558 1.394
S -0.012 -2.127 -0.290
N 1.095 -2.720 2.027
C 1.311 -2.845 3.465
H -1.191 -3.675 3.833
H -2.686 -2.792 3.464
H -1.229 -1.873 3.881
H -2.059 -2.597 1.294
H 1.920 -2.596 1.433
H 0.854 -3.764 3.848
H 2.390 -2.899 3.635
H 0.930 -1.969 4.006
```

Atomic partial charges in e from the Löwdin method, atoms 1 to 8: number 1, Co, carries 0.061; number 2, C, carries -0.073; number 3, O, carries 0.214; number 4, C, carries -0.054; number 5, O, carries 0.253; number 6, C, carries -0.139; number 7, O, carries 0.223; number 8, C, carries -0.139


6.
# C9H12F14Li2N3O15S7

A structure of composition C9H12F14Li2N3O15S7 in a non-equilibrium geometry (the ωB97M-V functional and the def2-TZVPD basis, the OMol25 dataset).

The relative energy (zero: lowest compared OMol25 entry of this formula, charge and spin) is 157.5 kJ/mol. Its net charge is -1. Its HOMO energy is -6.85 eV.

The geometry in XYZ format:
```
62
C9H12F14Li2N3O15S7 | the OMol25 dataset | the ωB97M-V functional and the def2-TZVPD basis
Li -0.567 1.774 0.114
Li -0.224 4.057 0.739
N 0.404 3.077 -0.860
S 1.932 2.434 -1.385
O 3.015 3.313 -1.056
O 1.879 1.706 -2.612
F 1.941 1.277 -0.286
S 0.037 3.797 -2.258
O -0.730 2.957 -3.128
O 0.997 4.690 -2.821
F -0.995 4.841 -1.523
N -0.899 2.508 1.919
S 0.203 2.303 3.210
O 0.367 0.971 3.731
O 0.573 3.455 3.985
F 1.452 2.430 2.140
S -2.223 2.616 2.823
O -2.318 3.875 3.522
O -2.823 1.469 3.440
F -3.152 2.885 1.561
N -4.244 2.208 -3.127
S -4.103 1.943 -1.478
O -5.242 2.114 -0.658
O -2.815 2.315 -0.936
F -4.056 0.334 -1.608
S -4.726 3.688 -3.333
O -4.772 4.528 -2.155
O -5.634 3.831 -4.457
F -3.333 4.210 -4.010
C -0.002 -2.554 -3.716
C -1.056 -3.194 -2.784
C -1.996 -2.147 -2.200
S -1.185 -0.522 -2.491
O -0.902 0.140 -1.240
O -1.944 0.119 -3.526
C 0.368 -1.222 -3.131
H -0.391 -2.443 -4.732
H 0.926 -3.117 -3.830
H -0.584 -3.678 -1.923
H -1.607 -3.961 -3.324
H -2.330 -2.198 -1.165
H -2.928 -2.178 -2.764
H 0.761 -1.467 -2.130
H 1.115 -0.587 -3.593
C 4.117 -2.888 2.894
C 4.110 -3.741 4.168
C 3.248 -4.981 4.041
F 3.509 -5.725 2.952
F 3.510 -5.736 5.172
F 5.374 -4.060 4.503
F 3.551 -2.989 5.158
O 2.783 -2.749 2.440
C 2.400 -1.538 1.921
C 0.867 -1.529 1.781
F 0.423 -0.312 1.399
F 0.375 -2.509 0.994
F 2.717 -0.522 2.731
F 3.001 -1.364 0.724
H 4.634 -3.430 2.102
H 4.581 -1.947 3.189
H 2.167 -4.890 4.110
H 0.440 -1.686 2.779
```

Atomic partial charges in e from the Löwdin method, atoms 1 to 8: number 1, Li, carries 0.590; number 2, Li, carries 0.723; number 3, N, carries -0.456; number 4, S, carries 0.576; number 5, O, carries -0.236; number 6, O, carries -0.238; number 7, F, carries -0.194; number 8, S, carries 0.504


7.
# C9H12F2O2Si

A cluster of 2 separate species, C9H12F2O2Si in total in a non-equilibrium geometry (the ωB97M-V functional and the def2-TZVPD basis, the OMol25 dataset).

The relative energy (zero: lowest compared OMol25 entry of this formula, charge and spin) is 235.3 kJ/mol. Its net charge is 0. Its HOMO energy is -8.92 eV.

The geometry in XYZ format:
```
26
C9H12F2O2Si | the OMol25 dataset | the ωB97M-V functional and the def2-TZVPD basis
C 3.787 -2.640 -2.001
C 2.579 -2.107 -2.411
C 4.281 -2.415 -0.726
C 1.977 -1.342 -1.453
C 3.544 -1.658 0.221
C 2.342 -1.125 -0.130
C -1.476 1.981 -0.923
C -3.061 0.726 1.754
C -0.739 0.461 1.039
O -0.626 1.584 0.178
O -1.671 0.689 2.059
F 0.654 -0.931 -1.760
F 4.056 -1.465 1.516
Si 1.089 0.375 1.672
H 4.323 -3.274 -2.574
H 2.236 -2.369 -3.331
H 5.277 -2.858 -0.357
H -2.611 1.605 -0.899
H -0.966 1.480 -1.793
H -1.404 3.020 -1.047
H -3.648 0.124 2.528
H -3.145 0.275 0.730
H -3.248 1.755 1.911
H -1.106 -0.295 0.341
H 1.397 -0.510 2.940
H 1.936 1.498 1.062
```

Atomic partial charges in e from the Löwdin method, atoms 1 to 8: number 1, C, carries -0.089; number 2, C, carries -0.017; number 3, C, carries -0.031; number 4, C, carries -0.258; number 5, C, carries -0.293; number 6, C, carries -0.024; number 7, C, carries -0.064; number 8, C, carries -0.074


8.
# C9H12FNO2

A cluster of 2 separate species, C9H12FNO2 in total in a non-equilibrium geometry (the ωB97M-V functional and the def2-TZVPD basis, the OMol25 dataset).

The relative energy (zero: lowest compared OMol25 entry of this formula, charge and spin) is 640.4 kJ/mol. Its net charge is 0. Its HOMO energy (spin up / spin down) is -7.75 / -7.75 eV.

The geometry in XYZ format:
```
25
C9H12FNO2 | the OMol25 dataset | the ωB97M-V functional and the def2-TZVPD basis
C 2.004 -1.130 2.749
C 2.702 -1.602 3.789
C 1.495 -3.357 3.103
C 0.215 -2.124 1.475
C 0.724 -0.804 -0.494
C -1.712 -0.195 -0.825
C 0.190 0.929 -1.992
C -0.177 1.409 0.491
C -0.189 0.278 -0.634
N 1.164 -2.134 2.326
O 1.087 -4.472 2.908
O 2.458 -2.944 3.961
F 1.978 -0.352 -0.163
H 1.781 -0.071 2.362
H 3.333 -1.145 4.477
H -0.193 -3.121 1.370
H -2.181 0.494 -1.567
H -1.750 -1.202 -1.357
H -2.459 -0.248 0.049
H 1.254 1.484 -1.836
H 0.279 0.326 -2.813
H -0.563 1.717 -2.247
H 0.042 2.496 0.195
H 0.637 1.190 1.251
H -1.209 1.434 0.904
```

Atomic partial charges in e from the Löwdin method, atoms 1 to 8: number 1, C, carries -0.037; number 2, C, carries -0.033; number 3, C, carries -0.398; number 4, C, carries 0.143; number 5, C, carries -0.045; number 6, C, carries -0.076; number 7, C, carries -0.072; number 8, C, carries -0.040


9.
# C9H12N2O2

An isolated molecule of C9H12N2O2 in a non-equilibrium geometry (the ωB97M-V functional and the def2-TZVPD basis, the OMol25 dataset).

The relative energy (zero: lowest compared OMol25 entry of this formula, charge and spin) is 456.0 kJ/mol. Its net charge is 0. Its SMILES is COc1ccc(CN(C)N=O)cc1. Its HOMO energy is -8.15 eV.

The geometry in XYZ format:
```
25
C9H12N2O2 | the OMol25 dataset | the ωB97M-V functional and the def2-TZVPD basis
C -4.709 -0.514 0.660
O -3.755 0.620 0.555
C -2.505 0.289 0.099
C -1.491 1.393 -0.048
C -0.120 1.218 -0.440
C 0.385 -0.052 -0.698
C 1.693 -0.698 -0.948
N 2.659 -0.057 -0.151
C 3.498 1.001 -0.441
N 2.890 -0.733 0.964
O 3.872 -0.409 1.606
C -0.684 -1.085 -0.825
C -2.003 -0.951 -0.448
H -5.645 0.063 0.978
H -4.832 -1.018 -0.284
H -4.148 -0.970 1.383
H -1.976 2.325 0.238
H 0.645 2.055 -0.455
H 1.930 -0.566 -2.036
H 1.671 -1.735 -0.737
H 4.563 0.610 -0.721
H 3.059 1.768 -1.168
H 3.496 1.590 0.456
H -0.489 -2.014 -1.383
H -2.459 -1.870 -0.719
```

Atomic partial charges in e from the Löwdin method, atoms 1 to 8: number 1, C, carries -0.007; number 2, O, carries -0.127; number 3, C, carries -0.228; number 4, C, carries 0.014; number 5, C, carries -0.046; number 6, C, carries -0.193; number 7, C, carries -0.159; number 8, N, carries -0.235


Please write out number 6 again, unchanged.
# C9H12F14Li2N3O15S7

A structure of composition C9H12F14Li2N3O15S7 in a non-equilibrium geometry (the ωB97M-V functional and the def2-TZVPD basis, the OMol25 dataset).

The relative energy (zero: lowest compared OMol25 entry of this formula, charge and spin) is 157.5 kJ/mol. Its net charge is -1. Its HOMO energy is -6.85 eV.

The geometry in XYZ format:
```
62
C9H12F14Li2N3O15S7 | the OMol25 dataset | the ωB97M-V functional and the def2-TZVPD basis
Li -0.567 1.774 0.114
Li -0.224 4.057 0.739
N 0.404 3.077 -0.860
S 1.932 2.434 -1.385
O 3.015 3.313 -1.056
O 1.879 1.706 -2.612
F 1.941 1.277 -0.286
S 0.037 3.797 -2.258
O -0.730 2.957 -3.128
O 0.997 4.690 -2.821
F -0.995 4.841 -1.523
N -0.899 2.508 1.919
S 0.203 2.303 3.210
O 0.367 0.971 3.731
O 0.573 3.455 3.985
F 1.452 2.430 2.140
S -2.223 2.616 2.823
O -2.318 3.875 3.522
O -2.823 1.469 3.440
F -3.152 2.885 1.561
N -4.244 2.208 -3.127
S -4.103 1.943 -1.478
O -5.242 2.114 -0.658
O -2.815 2.315 -0.936
F -4.056 0.334 -1.608
S -4.726 3.688 -3.333
O -4.772 4.528 -2.155
O -5.634 3.831 -4.457
F -3.333 4.210 -4.010
C -0.002 -2.554 -3.716
C -1.056 -3.194 -2.784
C -1.996 -2.147 -2.200
S -1.185 -0.522 -2.491
O -0.902 0.140 -1.240
O -1.944 0.119 -3.526
C 0.368 -1.222 -3.131
H -0.391 -2.443 -4.732
H 0.926 -3.117 -3.830
H -0.584 -3.678 -1.923
H -1.607 -3.961 -3.324
H -2.330 -2.198 -1.165
H -2.928 -2.178 -2.764
H 0.761 -1.467 -2.130
H 1.115 -0.587 -3.593
C 4.117 -2.888 2.894
C 4.110 -3.741 4.168
C 3.248 -4.981 4.041
F 3.509 -5.725 2.952
F 3.510 -5.736 5.172
F 5.374 -4.060 4.503
F 3.551 -2.989 5.158
O 2.783 -2.749 2.440
C 2.400 -1.538 1.921
C 0.867 -1.529 1.781
F 0.423 -0.312 1.399
F 0.375 -2.509 0.994
F 2.717 -0.522 2.731
F 3.001 -1.364 0.724
H 4.634 -3.430 2.102
H 4.581 -1.947 3.189
H 2.167 -4.890 4.110
H 0.440 -1.686 2.779
```

Atomic partial charges in e from the Löwdin method, atoms 1 to 8: number 1, Li, carries 0.590; number 2, Li, carries 0.723; number 3, N, carries -0.456; number 4, S, carries 0.576; number 5, O, carries -0.236; number 6, O, carries -0.238; number 7, F, carries -0.194; number 8, S, carries 0.504


> Look up the net charge of the second one.

0